Version 1
Computed, not measured: a cluster of 3 separate species, C3H11NO3 in total, with wB97M-V/def2-TZVPD.

Last column: Löwdin charge in e.
Cartesian coordinates (Å):
C 1.0296 1.0972 1.3361  -0.034
N 0.4846 -0.1394 0.5640  -0.092
C -0.7590 0.2226 -0.0517  -0.205
C -1.1754 -0.7448 -1.1709  -0.183
O -1.8787 -0.4399 -2.1353  0.024
H 0.7213 0.8558 2.3385  0.072
H 0.6358 2.0188 0.9553  0.072
H 2.0680 1.0834 1.2946  0.051
H 1.1760 -0.4038 0.0138  0.031
H -1.4387 0.1741 0.8081  0.145
H -0.7352 1.0976 -0.5384  0.032
H -0.8893 -1.7987 -1.0877  0.118
O -0.0203 -3.1038 1.8427  -0.055
H 0.6824 -3.6554 2.1127  0.003
H 0.3196 -2.3255 1.3836  -0.005
O -0.0983 2.1898 -2.2373  0.010
H -0.7550 1.6526 -2.7179  0.058
H 0.6325 2.2191 -2.7101  -0.042

The spin multiplicity is 1. Its charge is 0. The LUMO energy is 0.64 eV. As for the structure (SMILES): CNCC=O.O.O.

---

Version 2
Computed, not measured: a cluster of 3 separate species, C3H11NO3 in total, with wB97M-V/def2-TZVPD.

Last column: Löwdin charge in e.
Cartesian coordinates (Å):
C 1.4078 -1.3072 0.6022  -0.015
C -0.0386 -1.7346 0.1134  -0.384
N -0.7458 -0.6063 -0.3360  0.054
C -0.8793 -2.7492 1.0068  -0.204
O -2.0743 -2.6810 1.0643  0.037
H 1.4146 -1.4148 1.7143  0.089
H 2.2099 -1.8934 0.2270  0.066
H 1.5228 -0.2644 0.7172  0.025
H 0.1721 -2.3622 -0.6842  0.103
H -1.6167 -0.8557 -0.7134  0.075
H -0.9255 -0.0723 0.4472  0.048
H -0.4785 -3.8899 0.9111  0.152
O 0.3939 2.0409 0.4355  -0.089
H 1.0116 1.3343 0.3196  -0.027
H -0.3738 1.7449 -0.1805  0.078
O -0.0371 4.8559 -2.1530  -0.082
H -0.0932 4.5700 -1.1871  0.063
H -0.8699 5.2850 -2.3044  0.010

The spin multiplicity is 1. Its charge is 0. The LUMO energy is 0.41 eV. As for the structure (SMILES): C[C@H](N)C=O.O.O.

---

Least stable: version 2

---

Version 1
Computed, not measured: a cluster of 3 separate species, C3H11NO3 in total, with wB97M-V/def2-TZVPD.

Last column: Löwdin charge in e.
Cartesian coordinates (Å):
C -0.7106 1.1371 3.3185  -0.083
C -0.5547 0.6814 1.8332  -0.142
C -1.6572 1.0560 0.8678  -0.555
N -2.5841 2.0066 1.1909  0.157
O -1.6354 0.5739 -0.2473  0.041
H 0.1414 1.7414 3.6232  0.070
H -0.6493 0.2428 3.9113  0.058
H -1.6960 1.5558 3.5145  0.051
H 0.3891 1.0348 1.4414  0.116
H -0.6022 -0.3965 1.8573  0.107
H -2.8531 2.1870 2.1411  0.078
H -3.0578 2.3993 0.4046  0.102
O 1.1880 -5.3302 -4.4691  -0.060
H 1.7757 -4.7487 -4.9580  0.029
H 0.3060 -4.9952 -4.6494  0.030
O 3.7466 0.2237 -3.1154  -0.058
H 4.5557 -0.1861 -2.8079  0.027
H 3.8980 0.8168 -3.8565  0.031

The spin multiplicity is 1. Its charge is 0. The LUMO energy is 0.93 eV. As for the structure (SMILES): CCC(N)=O.O.O.

---

Version 2
Computed, not measured: a cluster of 3 separate species, C3H11NO3 in total, with wB97M-V/def2-TZVPD.

Last column: Löwdin charge in e.
Cartesian coordinates (Å):
N 2.2759 1.9233 -0.2249  -0.004
C 1.1362 0.9843 -0.3068  -0.306
C 0.6873 0.5660 1.0268  -0.202
C -0.7415 0.3074 1.1234  -0.265
O -1.6246 0.4779 0.2820  0.027
H 2.9194 1.6926 0.5003  0.053
H 2.6597 2.1694 -1.0923  0.043
H 0.3800 1.5611 -0.9366  0.135
H 1.4565 -0.0653 -0.8165  0.141
H 0.7293 1.3763 1.9176  0.188
H 1.2591 -0.3686 1.1945  0.139
H -0.9702 0.0102 2.0715  0.089
O -3.4110 -1.6785 -0.2371  -0.127
H -3.4769 -0.6872 0.2979  0.148
H -2.6158 -1.9431 0.1600  -0.050
O 0.0369 -2.3981 -1.5842  -0.044
H 0.1491 -1.5637 -2.0803  0.047
H -0.8493 -2.3639 -1.2952  -0.013

The spin multiplicity is 1. Its charge is 0. The LUMO energy is 0.55 eV. As for the structure (SMILES): NCCC=O.O.O.

---

Version 3
Computed, not measured: a cluster of 3 separate species, C3H11NO3 in total, with wB97M-V/def2-TZVPD.

Last column: Löwdin charge in e.
Cartesian coordinates (Å):
C 0.0360 -0.2123 -2.7599  -0.102
N -0.0968 -0.3200 -1.2859  -0.145
C -0.1458 0.9648 -0.6055  -0.214
C 0.2865 0.8948 0.8468  -0.259
O -0.1383 0.1147 1.6388  0.063
H 0.3147 -1.2206 -3.0522  0.077
H -0.8856 0.1620 -3.2001  0.071
H 0.8817 0.4539 -2.8919  0.071
H -0.4325 -1.1011 -0.7511  0.101
H -1.1817 1.3486 -0.6254  0.121
H 0.5161 1.6403 -1.1442  0.105
H 1.1422 1.5404 1.1071  0.110
O -4.0673 -2.3412 2.9708  -0.084
H -3.5148 -2.3402 2.1719  0.033
H -4.8110 -1.7245 2.7643  0.051
O 4.1799 0.8146 1.2888  -0.044
H 3.8707 -0.0586 1.4948  0.025
H 4.0460 1.3844 2.0330  0.021

The spin multiplicity is 1. Its charge is 0. The LUMO energy is 0.76 eV. As for the structure (SMILES): CNCC=O.O.O.

---

Version 4
Computed, not measured: a cluster of 3 separate species, C3H11NO3 in total, with wB97M-V/def2-TZVPD.

Last column: Löwdin charge in e.
Cartesian coordinates (Å):
C -2.4092 -1.9864 0.3748  -0.127
N -1.6696 -0.8555 -0.2071  -0.123
C -0.3501 -1.1033 -0.7240  -0.212
C 0.6247 0.0849 -0.5388  -0.244
O 0.3027 1.1422 -0.9878  0.052
H -2.7438 -2.6715 -0.4023  0.074
H -1.7412 -2.5270 1.0558  0.074
H -3.1696 -1.6268 1.0617  0.072
H -2.2761 -0.5408 -0.9515  0.101
H -0.2706 -1.1591 -1.8130  0.118
H 0.0675 -2.0316 -0.3279  0.107
H 1.6620 -0.2379 -0.3560  0.099
O -0.0184 6.2709 0.7407  -0.065
H -0.2329 7.1603 0.4155  0.039
H 0.9265 6.1167 0.7153  0.026
O 3.4447 -2.0759 0.6954  -0.052
H 3.9832 -2.5296 0.0276  0.049
H 3.8701 -1.4295 1.2215  0.012

The spin multiplicity is 1. Its charge is 0. The LUMO energy is 0.74 eV. As for the structure (SMILES): CNCC=O.O.O.

---

Least stable: version 2

---

Version 1
Computed, not measured: an isolated molecule of C2H4N4S, with wB97M-V/def2-TZVPD.

Last column: Löwdin charge in e.
Cartesian coordinates (Å):
H -2.2445 -0.0984 0.8848  0.009
N -1.9956 -0.0593 -0.0964  0.113
C -0.7673 0.1208 -0.2212  -0.523
N 0.0022 0.1273 -1.3892  0.108
C 1.3349 0.0241 -1.0857  -0.181
N 1.5404 0.0964 0.2016  0.029
N 0.2782 0.2159 0.7404  -0.507
S -0.0479 0.3167 2.4142  0.810
H -0.3446 0.1374 -2.3253  0.140
H 2.1329 0.1220 -1.8296  0.127
H 0.1113 -1.0030 2.7064  -0.124

The spin multiplicity is 1. Its charge is 0. The LUMO energy is 0.73 eV. As for the structure (SMILES): [H]/N=c1/[nH]cnn1S.

---

Version 2
Computed, not measured: a cluster of 2 separate species, C2H4N4S in total, with wB97M-V/def2-TZVPD.

Last column: Löwdin charge in e.
Cartesian coordinates (Å):
C 0.7101 -1.9800 -0.0628  -0.078
C 0.0136 1.2203 0.7173  -0.211
N -0.2487 -2.5262 0.2985  0.047
N 0.8976 0.9008 -0.0313  -0.124
N 1.9894 0.8665 -0.6171  0.057
N -1.2908 1.0026 0.7534  -0.355
S -2.1910 0.0716 -0.5123  0.703
H 1.5988 -1.4761 -0.4321  0.041
H 2.1937 1.5563 -1.2969  0.043
H -1.8725 1.5553 1.3805  0.075
H -1.8002 -1.1912 -0.1974  -0.198

The spin multiplicity is 1. Its charge is 0. The LUMO energy is -0.17 eV.

---

Least stable: version 2